<A>
Molecular formula: C4H4S
Method: DFT, ωB97M-V with the def2-TZVPD basis set

Element x y z (Å)
C (0.60, 0.00, 0.17)
C (-0.38, -1.15, 0.18)
C (-1.61, -0.40, 0.77)
C (-2.32, 0.48, 1.16)
H (0.64, 0.65, 1.01)
H (-0.46, -1.57, -0.82)
H (-0.07, -1.93, 0.85)
H (-3.05, 1.24, 1.39)
S (1.57, 0.50, -1.01)

Properties
* SMILES: C#CCC=S
* orbital gap: 0.3170 Ha
* E_HOMO: -8.8 eV

---

<B>
Molecular formula: C4H4S
Method: DFT, ωB97M-V with the def2-TZVPD basis set

Element x y z (Å)
C (0.43, 1.80, -0.45)
C (-0.10, 0.43, 0.12)
C (-0.20, -0.81, 0.24)
C (-0.62, -2.15, 0.54)
H (-0.67, 2.38, -0.66)
H (1.11, 1.35, -1.39)
H (1.15, 2.40, 0.34)
H (-1.65, -2.09, 0.91)
S (0.56, -3.32, 0.35)

Properties
* SMILES: CC#CC=S
* orbital gap: 0.2887 Ha
* E_HOMO: -8.8 eV

---

<C>
Molecular formula: C4H4S
Method: DFT, ωB97M-V with the def2-TZVPD basis set

Element x y z (Å)
C (-0.92, 1.51, 1.64)
C (-0.11, -0.70, 0.22)
C (-0.63, 0.66, 0.83)
C (0.60, -0.32, -1.05)
S (-0.04, -2.51, 0.40)
H (-1.45, 2.30, 2.07)
H (1.75, -0.53, -0.81)
H (0.45, 0.67, -1.40)
H (0.36, -1.06, -1.90)

Properties
* SMILES: C#CC(C)=S
* orbital gap (spin up / spin down): 0.2762 / 0.2762 Ha
* E_HOMO (spin up / spin down): -8.9 / -8.9 eV

---

Which is most stable, and by how much? <A>, by 1.260 eV.

---

<A>
Molecular formula: C4H3NS
Method: DFT, ωB97M-V with the def2-TZVPD basis set

Element x y z (Å)
C (1.81, -0.39, 0.62)
C (-0.71, -0.20, -0.36)
C (-1.73, 0.12, -1.23)
C (0.54, 0.26, 0.72)
N (2.78, -0.94, 0.61)
S (-2.55, 0.86, -2.34)
H (-0.87, -1.27, -0.31)
H (0.59, 1.31, 0.50)
H (0.14, 0.26, 1.80)

Properties
* SMILES: N#CCC=C=S
* orbital gap: 0.2890 Ha
* E_HOMO: -8.9 eV

---

<B>
Molecular formula: C4H3NS
Method: DFT, ωB97M-V with the def2-TZVPD basis set

Element x y z (Å)
C (0.34, 1.16, 0.09)
C (-1.17, -2.49, -0.13)
C (-1.53, -1.32, 0.13)
C (1.65, 1.37, -0.02)
N (-0.88, 1.28, 0.16)
S (-2.11, 0.29, -0.15)
H (-0.82, -3.45, -0.05)
H (2.38, 1.36, 0.87)
H (2.14, 1.79, -0.90)

Properties
* SMILES: C#CSN=C=C
* orbital gap: 0.3404 Ha
* E_HOMO: -8.7 eV

---

Which is most stable, and by how much? <A>, by 1.103 eV.

---

<A>
Molecular formula: C10H20N6O4
Method: DFT, ωB97M-V with the def2-TZVPD basis set

Element x y z (Å)
C (0.23, -1.92, 1.09)
C (-0.80, -1.22, 0.14)
C (0.74, -0.77, 2.01)
C (2.21, -0.17, 1.75)
C (2.43, 0.85, 0.68)
C (2.72, 0.03, -1.61)
C (-2.92, 0.00, 0.14)
C (-3.93, -0.85, -0.68)
C (-2.32, 1.16, -0.67)
C (-1.52, 2.15, 0.26)
H (1.01, -3.45, -0.01)
H (1.43, -1.92, -0.47)
H (-0.25, -2.68, 1.72)
H (-0.03, 0.03, 2.01)
H (0.69, -1.18, 3.02)
H (2.50, 0.20, 2.71)
H (2.78, -1.11, 1.57)
H (1.98, 1.80, 1.02)
H (3.48, 1.12, 0.69)
H (0.94, 0.37, -0.72)
H (1.27, -0.63, -2.63)
H (4.56, 0.11, -2.44)
H (4.34, 0.84, -0.93)
H (-2.17, -1.30, 1.60)
H (-3.56, 0.46, 0.91)
H (-1.67, 0.87, -1.51)
H (-3.17, 1.70, -1.00)
H (-1.12, 3.32, -1.34)
H (-0.51, 3.95, 0.11)
H (-5.38, -0.78, -1.77)
N (1.33, -2.53, 0.32)
N (1.95, 0.49, -0.57)
N (2.25, -0.62, -2.65)
N (4.08, 0.12, -1.53)
N (-1.92, -0.76, 0.80)
N (-0.87, 3.16, -0.41)
O (-0.52, -0.83, -1.00)
O (-3.93, -2.02, -0.77)
O (-1.51, 2.08, 1.46)
O (-4.82, -0.10, -1.31)

Properties
* SMILES: [H]/N=C(/N)NCCC[C@H](N)C(=O)N[C@@H](CC(N)=O)C(=O)O
* orbital gap: 0.3083 Ha
* E_HOMO: -8.0 eV

---

<B>
Molecular formula: C10H20N6O4
Method: DFT, ωB97M-V with the def2-TZVPD basis set

Element x y z (Å)
C (0.40, 0.53, -0.38)
C (-0.69, 1.12, 0.54)
C (1.16, -0.55, 0.40)
C (2.02, -1.48, -0.45)
C (3.20, -0.83, -1.13)
C (5.07, -1.46, -2.62)
C (-3.04, 1.00, 1.28)
C (-2.89, 0.70, 2.79)
C (-4.33, 0.41, 0.72)
C (-5.54, 1.24, 1.12)
H (0.82, 2.20, -1.48)
H (1.56, 2.15, -0.07)
H (-0.08, 0.08, -1.25)
H (1.78, -0.05, 1.14)
H (0.45, -1.18, 0.97)
H (1.38, -1.98, -1.24)
H (2.35, -2.31, 0.21)
H (2.87, -0.11, -1.88)
H (3.82, -0.30, -0.41)
H (4.22, -2.66, -1.25)
H (4.89, 0.42, -2.46)
H (6.46, -2.27, -3.73)
H (5.24, -3.32, -3.42)
H (-2.00, -0.32, -0.04)
H (-3.05, 2.08, 1.15)
H (-4.28, 0.46, -0.36)
H (-4.42, -0.62, 1.02)
H (-6.91, 1.39, 2.60)
H (-5.72, 0.18, 2.85)
H (-1.31, 1.77, 2.76)
N (1.31, 1.57, -0.85)
N (3.99, -1.86, -1.82)
N (5.41, -0.29, -2.96)
N (5.81, -2.56, -3.06)
N (-1.88, 0.48, 0.54)
N (-6.22, 0.79, 2.22)
O (-0.46, 2.09, 1.25)
O (-3.67, -0.01, 3.39)
O (-5.86, 2.23, 0.48)
O (-1.85, 1.27, 3.40)

Properties
* SMILES: [H]/N=C(/N)NCCC[C@H](N)C(=O)N[C@@H](CC(N)=O)C(=O)O
* orbital gap: 0.3460 Ha
* E_HOMO: -9.1 eV

---

<C>
Molecular formula: C10H20N6O4
Method: DFT, ωB97M-V with the def2-TZVPD basis set

Element x y z (Å)
C (-1.69, 1.02, -2.57)
C (-0.38, 1.20, -1.71)
C (-0.99, 0.18, -3.64)
C (-1.93, -0.53, -4.67)
C (0.90, 0.34, 0.13)
C (2.02, -0.78, -0.07)
C (0.24, 0.52, 1.69)
C (1.21, 0.66, 2.88)
C (0.55, 0.32, 4.20)
C (1.09, -1.95, 3.66)
H (-1.30, 2.86, -3.14)
H (-2.51, 2.70, -2.32)
H (-2.57, 0.44, -2.22)
H (-0.47, -0.68, -3.35)
H (-0.35, 0.98, -4.25)
H (-3.38, 0.92, -4.34)
H (-4.19, -0.53, -4.88)
H (-0.66, -0.58, -1.01)
H (1.40, 1.25, -0.20)
H (-0.12, -0.49, 1.87)
H (-0.47, 1.25, 1.58)
H (1.65, 1.77, 3.03)
H (2.08, -0.11, 2.73)
H (1.42, 0.60, 4.92)
H (-0.26, 1.13, 4.52)
H (-0.79, -1.15, 4.23)
H (1.50, -3.31, 2.47)
H (2.99, -1.34, 3.01)
H (2.39, -0.94, 4.71)
H (1.41, -0.98, -1.99)
N (-2.19, 2.29, -3.10)
N (-3.27, -0.01, -4.56)
N (-0.09, 0.20, -0.88)
N (0.27, -1.01, 4.35)
N (0.70, -2.83, 2.91)
N (2.44, -1.65, 3.87)
O (0.24, 2.27, -1.84)
O (-1.61, -1.46, -5.49)
O (2.68, -1.28, 0.77)
O (2.03, -1.28, -1.29)

Properties
* SMILES: [H]/N=C(\N)NCCC[C@H](NC(=O)[C@@H](N)CC(N)=O)C(=O)O
* orbital gap: 0.3451 Ha
* E_HOMO: -9.1 eV

---

Which is most stable, and by how much? <B>, by 1.287 eV.

---

<A>
Molecular formula: C4H12O2S
Method: DFT, ωB97M-V with the def2-TZVPD basis set

Element x y z (Å)
C (0.43, 0.34, 0.92)
O (0.97, -0.59, 1.94)
C (-0.65, -0.29, 0.05)
C (-1.21, 0.92, -0.74)
C (-1.66, 0.61, -2.16)
S (-2.67, 1.99, -2.96)
H (0.24, 1.27, 1.47)
H (1.20, 0.55, 0.16)
H (1.85, -0.20, 2.01)
H (-1.45, -0.64, 0.73)
H (-0.33, -1.14, -0.54)
H (-0.35, 1.59, -0.89)
H (-1.88, 1.43, -0.05)
H (-0.83, 0.49, -2.87)
H (-2.28, -0.29, -2.15)
H (-3.72, 1.41, -2.46)
H (4.11, -1.73, 2.57)
H (4.41, -3.09, 2.18)
O (3.83, -2.63, 2.80)

Properties
* SMILES: OCCCCS.O
* orbital gap: 0.3552 Ha
* E_HOMO: -9.2 eV

---

<B>
Molecular formula: C4H12O2S
Method: DFT, ωB97M-V with the def2-TZVPD basis set

Element x y z (Å)
S (0.69, -2.48, 0.13)
C (0.47, -0.87, 2.41)
C (1.43, -1.33, 1.32)
H (0.39, -3.45, 1.02)
H (-0.42, -0.39, 1.96)
H (0.97, -0.14, 3.08)
H (0.14, -1.73, 3.02)
H (1.76, -0.47, 0.70)
H (2.34, -1.79, 1.76)
O (-1.88, 0.56, -0.68)
O (0.24, 2.45, -0.82)
C (-1.48, 1.15, -1.92)
C (-0.02, 1.54, -1.88)
H (-1.50, -0.34, -0.63)
H (-0.23, 2.10, -0.04)
H (-1.68, 0.47, -2.77)
H (-2.11, 2.04, -2.05)
H (0.61, 0.63, -1.78)
H (0.27, 2.05, -2.82)

Properties
* SMILES: OCCO.CCS
* orbital gap: 0.3703 Ha
* E_HOMO: -9.4 eV

---

Which is most stable, and by how much? <B>, by 0.683 eV.

---

<A>
Molecular formula: C22H24N2O3S
Method: DFT, ωB97M-V with the def2-TZVPD basis set

Element x y z (Å)
C (-3.53, 0.93, 3.62)
H (-4.00, 0.10, 3.10)
H (-3.70, 0.81, 4.69)
H (-4.02, 1.85, 3.30)
C (-2.04, 0.99, 3.31)
C (-1.81, 1.16, 1.83)
C (-1.71, 0.05, 1.01)
C (-1.51, 0.20, -0.36)
C (-1.45, 1.47, -0.92)
C (-1.57, 2.58, -0.09)
C (-1.74, 2.43, 1.27)
H (-1.82, 3.30, 1.90)
H (-1.51, 3.57, -0.52)
H (-1.29, 1.59, -1.98)
N (-1.40, -0.97, -1.12)
C (-0.80, -1.10, -2.33)
O (-0.39, -0.20, -3.03)
C (-0.78, -2.54, -2.83)
H (-1.80, -2.81, -3.14)
H (-0.12, -2.62, -3.68)
S (-0.31, -3.87, -1.63)
O (-1.08, -3.60, -0.41)
C (1.44, -3.31, -1.25)
C (1.45, -2.15, -0.34)
C (1.22, -2.11, 1.01)
O (1.29, -0.81, 1.38)
C (1.53, -0.11, 0.24)
N (1.63, -0.88, -0.80)
C (1.61, 1.33, 0.26)
C (1.53, 2.04, 1.45)
C (1.58, 3.42, 1.43)
C (1.69, 4.12, 0.23)
C (1.77, 3.39, -0.95)
C (1.73, 2.02, -0.95)
H (1.77, 1.45, -1.87)
H (1.86, 3.92, -1.89)
C (1.75, 5.61, 0.21)
H (1.39, 6.03, 1.15)
H (2.77, 5.95, 0.06)
H (1.14, 6.01, -0.60)
H (1.51, 3.97, 2.36)
H (1.43, 1.51, 2.38)
C (0.97, -3.15, 2.03)
H (0.81, -2.68, 2.99)
H (0.08, -3.73, 1.75)
H (1.81, -3.84, 2.10)
H (1.91, -3.07, -2.20)
H (1.91, -4.18, -0.80)
H (-1.56, -1.83, -0.61)
H (-1.77, -0.94, 1.43)
H (-1.59, 1.82, 3.85)
H (-1.56, 0.07, 3.65)

Properties
* orbital gap: 0.3118 Ha
* E_HOMO: -7.9 eV

---

<B>
Molecular formula: C22H24N2O3S
Method: DFT, ωB97M-V with the def2-TZVPD basis set

Element x y z (Å)
C (1.86, 4.92, -2.50)
C (2.03, 4.56, -1.03)
C (0.75, 4.83, -0.24)
H (0.92, 4.64, 0.83)
H (0.44, 5.87, -0.37)
O (-0.36, 4.09, -0.71)
C (-0.36, 2.73, -0.70)
C (-1.18, 2.14, -1.66)
C (-1.35, 0.77, -1.75)
C (-0.65, -0.05, -0.89)
C (0.17, 0.51, 0.07)
C (0.31, 1.89, 0.20)
O (1.08, 2.46, 1.18)
C (1.68, 1.63, 2.15)
H (2.43, 0.96, 1.70)
H (2.18, 2.30, 2.84)
H (0.94, 1.04, 2.69)
H (0.70, -0.15, 0.74)
C (-0.79, -1.57, -0.91)
N (-1.48, -2.07, -2.07)
C (-2.83, -2.05, -2.15)
S (-3.64, -2.25, -3.57)
N (-3.50, -1.92, -0.98)
C (-2.90, -2.03, 0.26)
C (-1.55, -1.97, 0.34)
C (-0.82, -2.19, 1.60)
O (-1.27, -1.91, 2.70)
C (0.53, -2.81, 1.48)
C (0.76, -3.88, 0.61)
C (2.00, -4.48, 0.57)
C (3.03, -4.02, 1.38)
C (2.80, -2.97, 2.25)
C (1.55, -2.38, 2.31)
H (1.36, -1.57, 3.01)
H (3.60, -2.62, 2.89)
H (4.00, -4.49, 1.33)
H (2.17, -5.31, -0.10)
H (-0.05, -4.25, 0.00)
C (-3.85, -2.26, 1.39)
H (-3.31, -2.49, 2.30)
H (-4.53, -3.08, 1.15)
H (-4.44, -1.36, 1.56)
H (-4.51, -1.98, -1.04)
H (-0.99, -2.10, -2.95)
H (0.22, -2.01, -0.90)
H (-2.01, 0.38, -2.51)
H (-1.71, 2.80, -2.33)
H (2.84, 5.14, -0.59)
H (2.29, 3.50, -0.94)
H (1.04, 4.37, -2.94)
H (2.77, 4.69, -3.06)
H (1.66, 5.98, -2.61)

Properties
* SMILES: CCCOc1ccc([C@@H]2NC(=S)NC(C)=C2C(=O)c2ccccc2)cc1OC
* orbital gap: 0.2974 Ha
* E_HOMO: -8.1 eV

---

Which is most stable, and by how much? <A>, by 0.796 eV.